C9H10F3GdNO3S | ωB97M-V/def2-TZVPD

Geometry as XYZ:
```
28
Properties=species:S:1:pos:R:3:forces:R:3
C 1.405860 -0.747068 -1.861969 -0.171 -0.268 0.019
C 0.007878 -0.689730 -2.134648 0.262 -0.660 0.390
C -0.665750 -1.424553 -1.118236 0.573 -0.353 -0.394
C 0.311007 -1.920497 -0.203749 0.103 0.030 -0.972
C 1.598668 -1.506275 -0.669521 -0.608 -0.072 -0.333
Gd 0.384305 0.685719 0.118397 0.829 -1.271 2.085
C -1.150712 2.279358 -1.022517 -0.657 0.078 -0.314
C 0.026494 2.546910 -1.575507 0.503 2.816 -1.611
C 0.995049 3.127797 -2.287071 -0.199 -0.858 0.603
N 2.091415 1.672509 0.298608 0.680 0.575 -0.933
H -1.737278 -1.533624 -1.030596 0.142 -0.037 0.058
H -0.461582 -0.163516 -2.962163 0.121 -0.145 0.113
H 0.119604 -2.495680 0.693907 -0.004 0.059 -0.264
H 2.548542 -1.707719 -0.178337 -0.254 0.100 -0.182
H 2.184752 -0.292252 -2.469730 -0.160 -0.061 0.267
H -1.832347 1.537669 -1.477285 0.477 0.341 0.238
H 2.941731 2.231938 0.378462 -0.265 -0.018 0.601
H -1.488682 2.688884 -0.043901 0.407 -0.015 -0.796
H 0.817686 3.936220 -3.006280 -0.446 -0.293 0.312
H 2.043542 2.814315 -2.203872 -0.692 -0.019 0.140
F -0.987499 -1.969673 4.579610 0.215 -0.257 -0.147
C -0.753380 -2.006814 3.265885 0.278 0.078 -0.323
F 0.565333 -1.749938 3.059891 -1.028 -0.153 0.205
F -0.996629 -3.254007 2.806287 0.094 0.603 0.417
S -1.882798 -0.752462 2.413832 1.075 2.286 -1.680
O -2.369520 -1.402805 1.217945 -0.502 -0.417 1.209
O -2.784581 -0.250678 3.415086 -0.088 -0.893 -0.006
O -0.931107 0.345975 1.997474 -0.686 -1.177 1.297
```
Forces are in eV/Å.

The value obtained for the HOMO energy (alpha / beta) is -0.1429 / -0.1394 hartree. The lowest unoccupied orbital energy (alpha / beta) is 2.83 / 2.68 eV. The spin multiplicity is 8. The energy is -56948.1419 eV. As for the charge: -1. Its expectation value of S² is 16.059.